1.
{"formula": "C24H36F6N6O30", "method": "the ωB97M-V functional and the def2-TZVPD basis", "homo_ha": -0.395, "smiles": "O=C1OC[C@@H](F)O1.O=C1OC[C@@H](F)O1.O=C1OC[C@@H](F)O1.O=C1OC[C@@H](F)O1.O=C1OC[C@@H](F)O1.O=C1OC[C@@H](F)O1.C[N+](=O)[O-].C[N+](=O)[O-].C[N+](=O)[O-].C[N+](=O)[O-].C[N+](=O)[O-].C[N+](=O)[O-]", "max_force_ev_per_a": 1.7, "e_lumo_ev": -0.68, "multiplicity": 1, "elements": ["C", "F", "H", "H", "O", "C", "H", "O", "O", "H", "H", "C", "H", "O", "H", "N", "H", "O", "F", "C", "F", "O", "N", "O", "O", "C", "N", "O", "C", "H", "C", "O", "O", "H", "F", "O", "O", "C", "O", "H", "F", "C", "C", "H", "C", "H", "C", "H", "N", "H", "C", "H", "H", "O", "C", "N", "H", "C", "H", "C", "H", "O", "H", "H", "O", "C", "O", "H", "H", "O", "O", "F", "H", "C", "H", "H", "C", "O", "O", "H", "H", "O", "N", "H", "O", "O", "C", "H", "O", "C", "H", "C", "O", "C", "C", "O", "H", "H", "H", "H", "O", "O"], "positions_angstrom": [[4.824, 0.774, -2.001], [-3.300, -2.953, 0.155], [0.100, -0.294, -1.960], [-1.448, -3.418, -5.276], [-1.326, -3.770, 2.348], [-1.836, 0.311, -0.210], [-2.895, -3.337, -4.191], [0.361, -2.680, 1.344], [-0.223, 1.975, 2.861], [-0.399, -4.244, -2.347], [4.486, -2.338, -0.754], [-2.101, -3.500, 3.506], [-5.651, -2.208, 0.233], [4.611, 1.228, -3.323], [2.689, 0.882, -5.172], [1.016, 1.128, -3.964], [2.071, -0.580, -4.403], [-0.148, -2.288, 3.509], [1.797, 4.126, 0.719], [0.130, -4.517, -1.438], [-0.506, -3.692, 5.250], [4.421, 3.232, -4.345], [-1.636, -1.691, -4.033], [-2.400, -0.986, -3.418], [-3.710, 4.912, 0.009], [-5.196, -1.765, -0.667], [-3.985, 3.832, 0.499], [4.952, -3.943, 1.045], [1.149, 4.216, -1.578], [-1.498, -1.986, 5.027], [-3.210, 3.417, 1.692], [3.659, 2.322, 2.437], [1.417, 1.088, -2.811], [3.524, 1.954, -0.694], [1.385, 1.318, -0.301], [-0.728, 0.937, 4.803], [-1.793, 2.798, 4.235], [2.716, 0.214, 2.700], [-5.982, -2.042, -1.817], [-1.252, 0.877, 6.771], [-2.736, 0.258, 5.618], [4.494, 2.582, -3.361], [-3.899, -2.486, -0.971], [-3.163, 2.739, 5.815], [-1.098, -2.785, 4.409], [1.753, 0.043, 3.170], [0.377, 0.516, 0.077], [2.217, 4.336, -1.762], [1.595, -4.434, -1.675], [-5.160, -0.727, -0.345], [-5.528, -3.191, -2.353], [0.828, 3.267, -2.007], [2.675, 0.296, 1.619], [-1.263, -0.869, -0.527], [-0.851, 1.920, 3.867], [4.214, -3.000, 1.246], [-0.089, -3.992, -0.516], [1.789, 0.319, -4.946], [3.124, -1.618, 0.216], [-1.687, 1.123, 5.804], [-2.780, -2.315, -5.644], [-3.004, 0.470, -0.070], [-2.621, 2.534, 1.461], [-2.540, 4.220, 1.978], [-0.422, -1.594, -3.959], [-2.217, -2.791, -4.843], [-0.867, 1.242, -0.029], [3.386, -0.607, 2.946], [-2.438, -4.425, 3.964], [4.522, 3.073, -2.101], [0.114, 1.826, -4.358], [3.932, -0.237, -1.770], [5.300, 2.230, -0.445], [4.509, 1.998, -1.156], [5.823, 0.354, -1.911], [-0.082, -5.579, -1.318], [0.739, 4.313, -0.107], [2.121, -5.361, -2.250], [2.186, -3.441, -1.290], [0.449, 0.214, 1.120], [-2.948, -2.854, 3.270], [0.176, 5.601, 0.003], [3.282, 1.477, 3.217], [-0.078, 3.655, 0.191], [-4.370, -3.575, -1.747], [-6.043, -3.777, -3.246], [-2.111, 2.562, 5.620], [-1.488, 3.256, 6.185], [0.496, 5.336, -2.174], [0.090, -0.590, -0.911], [1.186, 0.013, -5.792], [-0.306, -2.898, 2.301], [3.536, -2.850, 2.241], [4.158, -1.945, 0.198], [0.059, 6.180, -1.212], [3.368, 1.558, 4.431], [0.718, -1.469, -0.769], [4.850, -1.154, 0.486], [-3.930, 3.252, 2.487], [-3.186, -1.865, -1.509], [-4.872, 3.103, 0.111], [-0.383, 7.260, -1.417]]}

=====

2.
{"formula": "C3H9O2", "method": "the ωB97M-V functional and the def2-TZVPD basis", "homo_ha": -0.096, "total_charge": -1, "max_force_ev_per_a": 2.9, "e_lumo_ev": 4.11, "multiplicity": 1, "elements": ["H", "C", "C", "H", "H", "H", "O", "H", "C", "H", "H", "H", "O", "H"], "positions_angstrom": [[0.305, 0.733, 0.225], [-1.505, -0.473, -0.020], [2.352, 0.005, -0.969], [-2.902, -0.052, 1.260], [3.124, 0.685, -0.429], [-1.058, -1.471, 0.050], [1.130, 0.566, -1.112], [-1.023, 1.470, 1.046], [-0.704, 0.430, 0.846], [2.922, -0.211, -1.879], [-1.642, -0.194, -1.059], [-0.427, -0.008, 1.804], [-2.898, -0.628, 0.482], [2.325, -0.851, -0.247]]}

=====

3.
{"formula": "C42H117FN10O18S", "method": "the ωB97M-V functional and the def2-TZVPD basis", "homo_ha": -0.295, "max_force_ev_per_a": 3.2, "e_lumo_ev": 0.47, "multiplicity": 1, "elements": ["H", "C", "O", "H", "H", "H", "H", "H", "H", "H", "H", "H", "H", "O", "C", "H", "H", "N", "H", "C", "H", "H", "H", "O", "O", "H", "H", "H", "H", "H", "H", "C", "H", "H", "H", "H", "H", "H", "H", "N", "H", "O", "H", "H", "C", "N", "H", "H", "H", "O", "H", "C", "O", "S", "H", "O", "N", "H", "C", "H", "H", "H", "H", "C", "H", "H", "H", "H", "C", "C", "H", "H", "C", "H", "C", "O", "H", "C", "C", "C", "O", "C", "H", "C", "C", "H", "C", "H", "O", "C", "H", "C", "H", "H", "C", "H", "N", "H", "C", "C", "H", "H", "H", "O", "H", "C", "H", "H", "H", "H", "N", "H", "C", "H", "H", "H", "H", "H", "H", "H", "H", "H", "H", "H", "O", "H", "H", "H", "O", "H", "H", "H", "O", "N", "H", "H", "H", "H", "C", "N", "F", "C", "N", "H", "H", "C", "C", "O", "C", "H", "H", "H", "H", "H", "O", "H", "H", "H", "H", "H", "C", "H", "H", "C", "H", "H", "H", "H", "H", "H", "H", "C", "H", "O", "C", "H", "H", "C", "C", "H", "H", "N", "H", "H", "C", "C", "C", "C", "C"], "positions_angstrom": [[0.006, -2.789, -4.140], [-4.970, 2.137, 4.975], [-2.589, 6.099, -2.599], [2.881, 4.726, 5.149], [2.883, -6.029, 3.299], [0.719, 1.493, -5.609], [-2.821, -1.074, 2.614], [-4.438, 6.862, -2.155], [5.296, -0.361, 1.809], [-1.427, -2.414, 4.140], [1.217, -4.197, 0.384], [-0.457, 0.298, 4.908], [5.095, 2.460, 1.762], [2.056, -5.336, 1.504], [-1.434, -2.568, 3.061], [-2.500, -0.373, -2.829], [4.128, -4.252, -2.765], [1.757, 1.311, 2.322], [-2.313, 6.853, -0.793], [-3.999, 6.010, -2.674], [-2.630, 2.618, -1.846], [0.598, -2.750, 0.231], [0.620, 3.102, 0.181], [1.129, -1.144, 0.412], [-4.208, 2.885, 4.066], [3.415, -6.881, 1.171], [0.651, 3.643, 4.340], [-7.537, -1.298, -2.273], [-2.184, -1.334, -5.240], [2.493, 0.844, 1.812], [-0.064, 5.932, -0.526], [-2.288, -4.857, -1.691], [-4.359, 6.044, -3.702], [-4.061, 3.351, -1.113], [2.202, 3.183, -4.311], [-4.408, -3.481, -5.544], [-4.785, 1.671, 2.436], [4.206, -2.689, -3.509], [-1.533, -4.977, 4.416], [1.859, -5.534, -1.582], [5.372, 0.862, -0.422], [6.752, 3.324, 2.098], [2.296, -0.764, 4.921], [1.489, 5.446, -3.532], [-2.550, -1.897, -4.382], [-0.116, 4.695, -2.387], [4.922, 4.182, 1.612], [4.795, 4.393, -0.885], [4.109, 0.173, -1.438], [-1.125, -1.425, -0.115], [1.570, -1.799, 3.831], [3.763, -1.846, 2.262], [2.315, -3.216, -3.015], [-0.096, -0.452, 0.102], [1.960, 1.372, 3.310], [0.031, 0.378, -1.061], [-2.464, 2.173, 0.744], [0.755, 3.549, 6.009], [1.814, -1.948, -3.305], [5.303, 2.920, 4.322], [-4.152, -1.055, -0.897], [-0.947, 1.835, 5.646], [3.358, -6.864, -1.163], [4.825, 3.591, 3.609], [-0.681, -1.838, 2.766], [0.116, -2.689, -2.400], [1.278, -7.389, -2.538], [3.489, 2.593, 0.075], [2.879, -6.008, -0.689], [1.245, 3.161, 5.116], [-0.186, -3.981, -0.397], [-0.746, 1.659, 3.906], [-0.383, -5.937, -2.551], [-3.521, 2.241, -4.028], [2.544, -1.611, 4.281], [-0.975, -3.859, 2.702], [-0.023, 6.778, -2.045], [-4.491, 2.094, -3.552], [5.342, 3.404, 2.250], [-3.089, 3.003, 1.814], [4.269, 2.672, -1.873], [3.577, 1.998, -0.834], [-4.433, 1.251, 5.313], [-1.646, -4.928, 3.333], [-4.502, -2.303, 0.916], [-0.181, -3.744, 1.290], [-0.418, 5.888, -1.556], [2.838, -2.462, 4.896], [-0.880, -5.057, -1.569], [-3.889, 2.120, 2.864], [-2.377, -2.963, -4.529], [3.709, -3.248, -2.716], [5.017, 4.607, 3.955], [-2.603, -4.404, -2.631], [2.492, -6.473, 0.758], [2.801, -0.279, 0.408], [3.351, 3.335, 3.742], [2.868, 3.779, 2.974], [-4.731, -1.921, -0.578], [-3.391, 1.533, -0.189], [4.200, -2.820, 2.485], [-1.244, -5.920, 3.129], [2.147, -1.476, -4.230], [0.291, 3.475, -4.938], [5.912, 3.086, -0.603], [4.545, -0.957, 1.291], [-3.716, 3.871, 1.612], [5.890, 3.835, -2.185], [-0.197, -0.430, -2.495], [-4.255, -1.924, -6.409], [-0.101, 2.765, -0.441], [2.540, 1.796, -1.104], [-3.602, 2.405, -1.401], [4.968, -1.557, 0.485], [-4.339, 1.241, 0.263], [1.080, -6.141, 3.274], [-2.405, 5.105, -0.799], [-2.548, -4.122, -0.928], [-0.992, 2.668, 0.025], [-4.964, 3.076, -3.547], [-2.299, 3.479, 2.395], [1.755, -7.270, 0.854], [-4.998, 1.362, -4.181], [1.064, 2.404, -3.305], [-4.398, 1.616, -2.222], [3.283, 3.223, 5.872], [3.638, -5.227, -0.640], [0.028, 1.836, -0.816], [3.511, -1.068, 3.446], [-0.220, 3.371, -1.240], [-0.549, 2.310, -6.530], [0.639, -7.056, -1.016], [-3.962, -1.726, -4.394], [-3.091, -2.573, 1.251], [-1.876, 1.411, 1.052], [2.008, -4.587, 3.355], [-6.192, -0.207, -2.129], [-3.548, -2.599, 3.277], [-6.461, -1.263, -2.101], [3.713, 0.076, 0.659], [1.595, 3.820, 1.490], [7.599, 4.245, 2.789], [-0.526, -0.958, -3.291], [8.520, 4.353, 2.216], [-0.116, -5.429, -3.478], [-1.936, -1.261, -3.116], [0.891, -6.556, -1.951], [-0.428, 0.365, 1.243], [-4.624, -2.413, -5.508], [-1.001, -6.770, -2.886], [-0.802, 1.731, -4.929], [-2.673, -4.932, 2.968], [-2.517, -2.041, 0.612], [-4.439, 5.127, -2.210], [0.986, 1.735, 5.032], [2.107, -4.787, -2.214], [-5.974, -1.734, -2.955], [3.846, -2.826, -1.720], [-4.354, -2.773, -1.145], [2.798, -2.141, 1.849], [1.210, 3.319, -3.879], [-5.712, -2.455, -5.457], [0.877, 0.839, 2.169], [-0.070, 2.243, -5.553], [-2.863, 0.615, -0.449], [-5.090, 2.686, 5.909], [-0.653, 4.884, -3.222], [-5.980, 1.957, 4.606], [1.740, 2.252, 1.956], [-3.327, 1.239, 3.174], [-2.905, -5.710, -1.410], [0.290, -2.130, -3.320], [6.973, 5.137, 2.800], [-6.108, -1.742, -0.787], [2.736, 3.652, 5.032], [-2.081, -2.074, -2.404], [7.881, 3.839, 3.761], [4.295, 0.722, -0.515], [1.955, -5.589, 2.931], [-5.176, -3.112, 1.197], [2.078, -1.292, -2.476], [0.335, -3.706, 0.423], [-4.785, -1.386, 1.434], [2.016, 4.475, -2.234], [1.211, 4.558, -2.964], [5.255, 3.524, -1.355], [-0.329, 1.379, 4.873], [-2.823, -2.164, 2.589], [-2.007, 5.962, -1.341]]}

=====

4.
{"formula": "C5H7N", "method": "the ωB97M-V functional and the def2-TZVPD basis", "homo_ha": -0.294, "smiles": "[H]/N=C/C(C)=C=C", "max_force_ev_per_a": 1.5, "e_lumo_ev": 0.86, "multiplicity": 1, "elements": ["N", "H", "C", "C", "C", "C", "H", "H", "H", "H", "H", "C", "H"], "positions_angstrom": [[-1.465, 1.311, 1.098], [-2.227, -0.123, -0.219], [-0.076, -0.178, -0.172], [-1.366, 0.375, 0.235], [1.887, 1.279, 0.741], [0.020, -1.386, -1.062], [-0.393, -2.282, -0.592], [-0.548, -1.199, -1.983], [2.323, 0.547, -0.069], [-2.442, 1.554, 1.255], [2.312, 1.217, 1.741], [0.924, 0.476, 0.385], [1.052, -1.592, -1.358]]}

=====

5.
{"formula": "C26H32Cl9GaN3O4PSiTe", "method": "the ωB97M-V functional and the def2-TZVPD basis", "homo_ha": -0.287, "max_force_ev_per_a": 0.1, "e_lumo_ev": 0.20, "multiplicity": 1, "elements": ["H", "H", "O", "C", "O", "Cl", "C", "H", "H", "H", "H", "C", "C", "C", "C", "Si", "Cl", "C", "H", "H", "C", "N", "C", "H", "C", "H", "H", "C", "C", "C", "H", "Cl", "C", "H", "H", "Cl", "P", "H", "H", "H", "Ga", "H", "H", "H", "H", "N", "H", "H", "H", "H", "C", "Cl", "Te", "O", "H", "C", "H", "C", "N", "Cl", "C", "C", "C", "C", "H", "H", "O", "Cl", "C", "C", "C", "H", "Cl", "H", "Cl", "H", "C", "C"], "positions_angstrom": [[-2.148, -1.813, -6.236], [3.590, 0.605, -7.966], [2.005, -3.447, -7.266], [1.291, -2.459, -6.507], [-0.836, -3.853, -1.178], [-3.239, 0.254, -1.351], [1.716, 1.012, 0.453], [-2.456, -2.339, -2.756], [-2.507, -2.905, -0.351], [0.540, 0.503, -6.868], [3.063, 4.265, -4.697], [-0.145, -4.734, 1.844], [2.420, 1.340, -6.318], [2.293, 2.385, -5.405], [2.603, -0.394, -2.908], [-1.467, 1.301, -1.548], [4.452, 3.558, 3.012], [3.168, 3.458, -5.410], [3.012, -1.223, -6.466], [2.575, -3.426, -5.098], [4.343, 2.467, -7.261], [2.863, -1.199, -3.901], [2.899, 1.399, 2.543], [-1.177, -2.436, -4.924], [1.984, -1.115, -6.815], [2.043, -1.052, -7.906], [1.489, 2.357, -4.677], [3.456, 1.400, -7.243], [-0.225, -2.542, -6.878], [2.242, 2.211, -0.008], [1.889, -3.256, -8.203], [1.374, -0.817, 2.393], [-0.575, -4.700, 3.290], [0.005, -3.961, 3.842], [0.875, -3.659, -4.708], [-1.780, 3.139, -0.686], [0.127, -3.054, -0.177], [-0.302, -0.831, -8.254], [-0.834, -0.836, -5.604], [-1.500, -2.084, -8.556], [0.433, 0.069, -0.731], [-0.413, -5.677, 3.746], [-0.185, -4.539, -7.776], [-2.516, -4.067, -3.184], [3.313, 0.314, -2.518], [1.713, -1.897, -4.059], [0.167, -2.349, -9.028], [-0.466, -4.560, -6.041], [-2.679, -4.628, -0.728], [-1.750, -4.042, -7.125], [3.412, 2.596, 2.043], [3.670, 4.506, 0.146], [2.343, -3.585, -0.631], [-0.320, -1.580, -0.287], [1.063, 0.118, -5.259], [1.604, -2.937, -5.069], [-0.151, -1.962, -3.035], [-0.466, -1.908, -8.253], [1.340, -0.548, -2.419], [1.819, 2.726, -1.618], [0.824, -1.522, -3.159], [-1.129, -1.855, -5.847], [-2.813, -3.322, -2.444], [-0.671, -4.009, -6.960], [-1.631, -4.447, 3.376], [-3.903, -3.280, -2.415], [-0.388, -3.426, 1.285], [-1.257, 1.626, -3.592], [-2.271, -3.680, -1.081], [1.417, 0.207, -6.286], [4.192, 3.489, -6.342], [0.917, -4.965, 1.743], [5.301, 4.827, -6.355], [5.149, 2.504, -7.981], [3.308, 0.890, 4.131], [-0.715, -5.470, 1.272], [2.050, 0.632, 1.748], [3.075, 3.017, 0.759]]}

=====

6.
{"formula": "H4O2", "method": "the ωB97M-V functional and the def2-TZVPD basis", "homo_ha": -0.402, "smiles": "O.O", "max_force_ev_per_a": 1.3, "e_lumo_ev": 0.87, "multiplicity": 1, "elements": ["H", "O", "H", "O", "H", "H"], "positions_angstrom": [[-1.585, 0.849, -0.122], [-1.184, 0.006, 0.043], [2.215, -0.193, 0.405], [1.481, 0.086, -0.166], [0.741, -0.153, 0.387], [-1.668, -0.594, -0.548]]}

=====

7.
{"formula": "C17H14BrClLuO2", "method": "the ωB97M-V functional and the def2-TZVPD basis", "homo_ha": -0.081, "total_charge": -1, "max_force_ev_per_a": 2.3, "e_lumo_ev": 1.59, "multiplicity": 1, "elements": ["H", "C", "H", "H", "H", "C", "H", "C", "C", "H", "H", "H", "C", "C", "H", "C", "H", "C", "C", "C", "H", "C", "Br", "C", "H", "O", "C", "H", "C", "C", "C", "H", "Lu", "Cl", "O", "C"], "positions_angstrom": [[-1.835, 1.843, 0.998], [0.564, 0.592, -5.518], [2.940, -1.550, -4.511], [-0.372, 0.894, -5.977], [1.106, 1.625, 4.040], [-1.963, -1.477, 0.465], [1.482, -2.477, 6.857], [1.035, -0.746, -5.374], [1.386, -1.588, 6.241], [3.545, 1.034, -4.040], [-2.109, -0.404, 2.439], [-1.874, -1.554, -1.777], [1.561, 1.471, -4.985], [1.335, -0.308, 6.832], [0.518, -1.645, -5.686], [1.191, 0.738, 4.669], [-2.212, -2.497, 0.747], [2.639, 0.673, -4.511], [1.317, -1.688, 4.842], [2.322, -0.697, -4.759], [1.510, 2.554, -4.970], [1.217, 0.859, 6.061], [1.813, -1.324, -1.690], [-1.916, -0.365, 1.364], [-1.634, 1.155, -1.615], [1.172, 0.561, 1.942], [1.221, -0.518, 4.079], [1.168, 1.836, 6.538], [-1.700, 0.467, -0.783], [-1.766, 0.828, 0.594], [-1.823, -0.969, -0.860], [1.315, -2.652, 4.339], [0.337, -0.388, 0.143], [1.479, -0.171, 8.540], [0.667, -1.613, 1.982], [1.039, -0.555, 2.616]]}

=====

8.
{"formula": "C4H7NO2", "method": "the ωB97M-V functional and the def2-TZVPD basis", "homo_ha": -0.364, "smiles": "NC(=O)C[C@H]1CO1", "max_force_ev_per_a": 2.2, "e_lumo_ev": 0.82, "multiplicity": 1, "elements": ["H", "H", "H", "O", "H", "H", "C", "C", "N", "H", "C", "C", "H", "O"], "positions_angstrom": [[-0.535, -0.058, -1.601], [2.352, -1.775, -0.076], [-0.235, 1.556, -1.006], [2.079, 0.112, -0.912], [1.053, -1.759, -1.394], [1.085, -0.324, 0.936], [-0.332, 0.506, -0.688], [-1.556, 0.412, 0.206], [-1.332, 0.767, 1.505], [-2.098, 0.718, 2.158], [0.953, -0.023, -0.086], [1.625, -1.206, -0.667], [-0.409, 0.990, 1.840], [-2.649, 0.085, -0.216]]}